127
Properties=species:S:1:pos:R:3:forces:R:3:mulliken_charge:R:1 method="wB97M-V/def2-TZVPD" total_charge=-1 spin_multiplicity=1 e_lumo_ev=1.839 homo_lumo_gap_ev=8.710
P -0.30085 -0.31399 -0.33685 -0.2 2.1 -0.1 2.2766
F -1.66431 -0.50072 0.55211 0.7 -0.6 -0.1 0.0675
F 0.66897 -0.81474 0.86364 -0.3 0.2 -0.3 -0.6142
F -0.41076 -1.84918 -0.83147 -0.1 0.0 -0.2 -0.5796
F -0.23723 1.22491 0.21083 0.5 -0.8 0.0 -0.1260
F 0.95972 -0.01591 -1.33085 0.0 -0.6 0.7 -0.2245
F -1.25402 0.19449 -1.53098 -0.4 -0.3 -0.5 -0.5383
O -1.13588 0.72164 -5.61572 0.3 0.1 -0.1 -0.7565
O -2.83906 4.39369 0.68883 -0.6 -0.7 -0.2 -0.7076
O 1.54150 -0.39191 5.63576 0.0 0.9 -0.6 -0.5516
O -1.11990 3.45458 -5.52138 0.1 0.4 -0.1 -0.6434
O -0.89553 -4.52740 0.80436 0.2 0.4 -0.7 -0.4118
O -4.79615 -4.76660 -1.74280 -0.1 -0.3 -0.1 -0.7124
O -5.95408 0.65538 0.30791 -0.4 0.1 -0.1 -0.8161
O -2.21816 -0.70221 5.16967 -0.4 0.2 0.6 -0.7952
O 5.15763 -1.05302 -1.78758 -0.2 -0.1 -0.8 -0.6715
O 2.24845 -4.33228 -4.26195 -0.3 0.1 0.4 -0.7352
O 1.88719 4.70947 1.54570 -0.2 0.1 -0.1 -0.6233
O 2.70988 2.66433 -0.40323 0.4 -0.8 -0.1 0.2345
N -4.71736 -1.22034 0.26045 1.4 -0.7 -1.2 -0.0708
N -4.21734 -4.26369 0.36440 -0.4 -0.1 1.9 -0.4160
N -2.91719 -3.57359 -1.35050 0.5 0.2 -0.5 0.0606
N -0.92473 -1.44448 -6.19258 0.3 -0.9 -1.1 -0.3981
N 1.22263 -3.63346 -2.31163 -0.3 -1.2 1.0 -0.0226
N -6.53171 -1.15145 1.53065 -1.4 -0.2 0.6 -0.3862
N -3.00799 2.14133 0.97410 1.3 -0.7 0.7 -0.1199
N -0.61549 -0.35870 3.63756 2.1 0.8 0.2 0.3402
N -2.53314 -1.25424 2.99501 -1.3 -1.0 -0.8 0.0702
N 1.30194 -2.28743 -4.02773 0.3 0.5 -1.7 -0.1738
N -4.80894 3.24085 0.43872 -2.1 0.9 -0.3 -0.3407
N -1.69986 -0.91491 -4.19343 -0.6 -0.8 2.0 -0.0495
C -0.13344 -3.98210 1.88210 0.6 -1.3 1.3 1.8407
C -1.22490 -0.46732 -5.33719 -0.2 1.8 -0.9 0.5814
C -1.82388 -0.74736 4.01718 -0.3 -0.4 0.3 0.4756
C -2.35435 3.78648 -4.87401 1.7 -0.7 0.4 0.6349
C -5.78118 -0.51570 0.62341 0.6 1.0 0.6 0.6404
C 4.05314 -1.65221 0.19579 -0.8 -0.8 -0.7 -0.7934
C 1.61775 -3.52068 -3.59376 0.6 -0.1 0.3 0.5111
C 2.52416 -2.52173 5.42498 0.8 -0.7 -1.5 -1.3254
C 2.99604 -0.65444 3.72802 -0.2 0.5 0.4 -0.1144
C -0.63272 -4.71784 3.13068 -1.0 1.0 0.4 -1.5240
C 3.87712 3.97372 2.64582 0.0 -0.1 0.6 -1.1809
C 2.74068 -1.03882 5.16956 -0.9 -0.8 1.8 0.4551
C 0.97611 3.70742 -1.61730 0.0 0.6 -0.8 -0.8395
C 2.42672 3.24404 -1.67921 -0.8 0.3 0.7 0.6729
C 1.67974 2.68437 2.80672 -0.1 -1.1 -0.2 -0.7214
C -2.66136 5.22675 -5.15154 -0.7 -0.3 0.3 -1.5064
C 3.42043 4.36985 -1.85741 -0.6 0.3 -0.5 -1.7501
C 2.35210 4.01994 2.69204 -0.3 0.3 0.2 0.3990
C 1.36922 -4.14118 1.62940 -0.3 0.1 -0.5 -1.0664
C 4.44932 -0.47957 -0.69449 0.5 -0.3 1.1 1.6278
C -2.21354 3.46404 -3.37965 -1.7 -0.1 -0.5 -0.8286
C -3.50856 3.35212 0.70464 1.0 1.6 -0.2 0.6649
C -3.99491 -4.28969 -0.95709 -0.3 0.5 -1.5 0.5151
C 5.47458 0.44946 -0.04469 0.3 0.4 -0.8 -1.5379
H 4.30366 3.26882 3.36413 -0.1 -0.1 0.1 0.3498
H -0.61331 -5.80779 3.16896 0.9 0.0 -0.4 0.3721
H 6.40701 -0.11106 0.04588 -0.1 -0.3 0.6 0.4568
H 1.46453 -0.49874 6.58635 0.0 -0.1 0.0 0.2767
H -0.66518 -1.18278 -7.12740 0.1 -0.3 0.1 0.2465
H 1.63603 -5.19544 1.51609 -0.2 -0.1 -0.3 0.4553
H 0.32191 2.83681 -1.63680 -0.1 0.1 0.2 -0.3474
H -2.15564 -3.31869 -0.74090 0.0 -0.1 0.0 -0.1348
H 1.27926 -4.53022 -1.85886 -0.1 0.1 0.0 0.1600
H 2.41052 2.51415 -2.49407 0.8 -0.2 0.1 0.4223
H 0.74212 4.31875 -2.49340 0.0 -0.2 -0.2 0.5960
H 3.36159 -3.00733 4.91192 0.0 -0.4 0.2 0.3505
H 3.30857 -1.45876 0.96861 0.5 0.4 0.3 -0.2497
H 0.01911 -0.07735 4.37082 0.1 -0.1 -0.1 0.0191
H -2.66233 5.33541 -6.23531 0.0 0.6 0.1 0.3642
H 1.94060 2.16124 3.72830 0.2 0.0 0.0 0.5362
H -3.61153 1.37248 0.74076 0.6 -0.3 -0.1 -0.0051
H -7.21283 -0.58151 2.00311 -0.1 -0.4 0.0 0.2109
H 3.78493 -1.21860 3.23321 0.0 -0.2 0.2 0.5569
H 3.42461 4.61958 -2.91979 0.2 0.3 0.0 0.4319
H -1.98842 5.89743 -4.61780 0.4 -0.1 -0.4 0.3435
H -1.84758 -0.28658 -3.41991 -0.1 -0.2 0.0 -0.0257
H -1.05951 2.48921 -5.45920 0.2 0.1 -0.1 0.4870
H 1.75934 -2.07896 -4.90054 -0.5 0.6 0.0 0.2186
H -2.00388 2.10744 0.88938 -0.1 -0.6 0.1 -0.1832
H 1.88454 4.04265 0.84035 0.1 0.2 0.0 0.0601
H 5.76521 1.18570 -0.79863 -0.3 0.3 0.1 0.3065
H -3.45576 -4.07664 0.99987 -0.1 -0.3 0.1 0.2212
H 3.26852 0.40067 3.70895 0.0 0.0 -0.2 -0.1263
H -5.02960 -4.77394 0.67046 0.3 -0.2 0.1 0.1837
H -3.24046 3.44448 -2.99859 0.0 -0.1 0.3 0.4114
H 0.63550 -1.69883 -3.55899 0.2 0.3 -0.2 -0.0394
H -0.80692 -2.36793 -5.81400 0.3 -0.1 -0.6 0.1757
H -1.71287 -4.54463 3.15424 -0.1 0.3 0.2 0.3701
H 2.06468 -3.79944 2.39615 -0.5 0.4 0.3 0.1253
H 2.06905 -0.74913 3.16100 0.0 -0.2 -0.1 -0.3323
H -1.69873 4.20788 -2.77472 0.4 -0.1 -0.3 0.2750
H -0.24880 -4.26796 4.04753 0.2 -0.2 0.0 0.1627
H -1.95110 -1.88727 -4.16702 -0.2 0.2 0.6 0.1189
H -1.84007 2.44587 -3.27809 0.3 0.2 0.2 -0.0250
H -0.43067 -5.32451 0.53005 -0.2 -0.1 -0.1 0.2645
H 4.22825 3.68698 1.65531 -0.1 0.1 -0.1 0.1093
H 4.92564 -2.22184 0.51832 0.1 0.4 0.5 0.5715
H 4.74386 -0.74406 -2.59736 0.1 -0.1 -0.1 0.4053
H -4.69904 -2.22677 0.35668 0.2 0.1 -0.1 0.1808
H -0.27418 -0.40939 2.69420 -0.2 0.1 0.0 -0.3386
H 3.52454 -2.38944 -0.41672 0.0 0.1 -0.4 0.1042
H 3.03071 5.21601 -1.28849 0.2 0.2 -0.1 0.3595
H 3.51136 -0.73669 5.88506 0.6 0.3 -0.6 0.2050
H 1.56239 -3.57270 0.71808 0.4 -0.2 -0.1 0.1822
H 4.25141 4.95960 2.92346 0.2 0.0 -0.3 0.3399
H -5.29280 2.40049 0.71967 -0.2 0.2 -0.5 0.2376
H 3.55837 0.04373 -1.04605 0.0 0.1 0.1 -0.3545
H 5.21212 0.98106 0.86892 -0.2 -0.3 0.0 0.2069
H 4.43939 4.18221 -1.52355 -0.1 -0.4 0.0 0.3467
H -3.52516 -1.35630 3.12345 0.1 0.0 -0.1 0.0708
H -4.06090 -0.78221 -0.36643 -0.1 -0.2 -0.1 -0.0755
H 1.97627 2.07252 1.95141 0.1 -0.3 0.1 -0.2354
H 2.27785 1.80235 -0.38425 -0.2 0.0 0.2 -0.4128
H -2.11608 -1.34605 2.07845 -0.5 0.3 0.4 -0.1161
H -3.64447 5.43226 -4.72150 -0.2 0.1 -0.3 0.3692
H 2.00514 4.58345 3.56278 0.3 0.4 -0.1 0.4413
H 0.64949 -2.89902 -1.91953 0.3 -0.4 0.3 0.0008
H -6.33832 -2.10463 1.77619 -0.2 0.1 0.3 0.1376
H 2.51917 -2.87239 6.45599 0.0 0.4 0.1 0.4569
H -2.83129 -3.45964 -2.34527 0.2 -0.1 0.1 0.0546
H 1.62479 -2.88397 4.92398 -0.1 0.2 0.1 0.1038
H -3.07179 3.10956 -5.34814 -0.6 0.2 0.3 0.2545
H -5.31665 4.00249 0.02371 0.1 0.0 0.3 0.1817
H 0.76019 4.35513 -0.76829 0.0 -0.2 0.2 0.3500
H 0.58962 2.71247 2.78260 0.0 0.5 0.0 0.2645
H -0.36236 -2.91968 1.96017 -0.2 -0.1 0.0 -0.8571